Version w
The following is a DFT calculation (wB97M-V/def2-TZVPD) of one molecule with the formula C3H7N3O.

Output
LUMO energy: 0.5 eV
HOMO energy: -9.71 eV
Kohn-Sham gap: 10.25 eV
structure (SMILES): [H]/N=C(/N)CNC=O

Last column: natural (NBO) charge in e.
CARTESIAN COORDINATES (ANGSTROEM)
1 H 2.32073 -1.29557 -0.61822  0.349
2 N 2.18494 -0.28910 -0.55689  -0.705
3 C 1.22917 0.27227 0.19264  0.414
4 N 1.12294 1.70516 0.25795  -0.810
5 C 0.18355 -0.59965 0.81089  -0.314
6 N -1.04534 -0.87657 0.04612  -0.613
7 C -2.11871 -0.05455 -0.24184  0.528
8 O -2.21245 1.21656 0.02680  -0.629
9 H 0.01962 1.78891 -0.32877  0.395
10 H 1.67897 2.00737 -0.71116  0.390
11 H -0.07385 0.01294 1.69711  0.240
12 H 0.65439 -1.59566 1.12872  0.232
13 H -1.10262 -1.58897 -0.66376  0.399
14 H -2.84134 -0.70313 -1.03959  0.125


Version x
The following is a DFT calculation (wB97M-V/def2-TZVPD) of one molecule with the formula C3H7N3O.

Output
LUMO energy: 0.8 eV
HOMO energy: -9.58 eV
Kohn-Sham gap: 10.36 eV
structure (SMILES): [H]/N=C/NC(=O)NC

Last column: natural (NBO) charge in e.
CARTESIAN COORDINATES (ANGSTROEM)
1 H -4.11519 -0.33488 -0.49654  0.346
2 N -3.36042 -0.19894 0.17056  -0.692
3 C -2.24583 -0.16677 -0.43760  0.281
4 N -1.07822 0.00145 0.27858  -0.648
5 C 0.17825 0.01612 -0.31861  0.789
6 O 0.33238 -0.02543 -1.52763  -0.649
7 N 1.19479 0.08427 0.58554  -0.623
8 C 2.57909 0.16560 0.18740  -0.418
9 H -2.06361 -0.26231 -1.51008  0.190
10 H -1.18803 0.09590 1.27859  0.403
11 H 0.98897 0.04759 1.57029  0.387
12 H 2.62118 0.24787 -0.89871  0.242
13 H 3.13172 -0.73118 0.48948  0.195
14 H 3.02491 1.06072 0.62875  0.196


Version y
The following is a DFT calculation (wB97M-V/def2-TZVPD) of one molecule with the formula C3H7N3O.

Output
LUMO energy: 0.9 eV
HOMO energy: -8.52 eV
Kohn-Sham gap: 9.44 eV
structure (SMILES): C=N/C=C(\N)NO

Last column: natural (NBO) charge in e.
CARTESIAN COORDINATES (ANGSTROEM)
1 C 2.16098 -0.60152 -1.76933  -0.081
2 N 0.93393 -0.62334 -1.44291  -0.432
3 C 0.55125 0.42131 -0.14035  -0.232
4 C -0.39549 -0.23984 0.43990  0.354
5 N -1.31526 -1.15148 0.05661  -0.819
6 N -0.80510 0.56604 1.82429  -0.370
7 O -2.11354 1.05360 1.90694  -0.561
8 H 2.93825 -0.02114 -1.24195  0.141
9 H 2.48895 -1.10337 -2.69568  0.172
10 H 1.33759 1.08435 0.17344  0.213
11 H -2.22676 -1.01584 0.46995  0.408
12 H -1.24677 -1.40284 -0.92378  0.420
13 H -0.12918 1.27859 2.10600  0.342
14 H -2.17884 1.75547 1.23687  0.445


Version z
The following is a DFT calculation (wB97M-V/def2-TZVPD) of one molecule with the formula C3H7N3O.

Output
LUMO energy: 0.7 eV
HOMO energy: -9.62 eV
Kohn-Sham gap: 10.35 eV
structure (SMILES): [H]/N=C/NC(=O)NC

Last column: natural (NBO) charge in e.
CARTESIAN COORDINATES (ANGSTROEM)
1 H -2.52228 -1.74492 0.49790  0.341
2 N -2.36254 -0.73793 0.53998  -0.601
3 C -1.53843 -0.41151 -0.36010  0.271
4 N -1.11040 0.93293 -0.50975  -0.688
5 C 0.23955 1.16388 -0.32835  0.788
6 O 0.85789 2.08828 -0.81059  -0.602
7 N 0.79427 0.16436 0.46440  -0.674
8 C 1.88509 -0.64464 -0.03036  -0.404
9 H -1.06336 -1.11930 -1.05379  0.152
10 H -1.66689 1.60859 -1.01615  0.420
11 H 0.21053 -0.20888 1.19240  0.401
12 H 1.77286 -0.82806 -1.10733  0.190
13 H 1.85600 -1.61652 0.47116  0.203
14 H 2.85180 -0.17213 0.14772  0.204


Result of the stability comparison: version x is the most stable of them.


Version w
The following is a DFT calculation (wB97M-V/def2-TZVPD) of one molecule with the formula C3H7N3O.

Output
LUMO energy: 0.7 eV
HOMO energy: -8.90 eV
Kohn-Sham gap: 9.64 eV
structure (SMILES): [H]/N=C(/NO)N1CC1

Last column: natural (NBO) charge in e.
CARTESIAN COORDINATES (ANGSTROEM)
1 H -1.45652 -0.49394 1.62828  0.327
2 N -0.53849 -0.29435 1.80954  -0.724
3 C 0.00759 -0.44143 0.68337  0.520
4 N 1.29623 -0.37479 0.76328  -0.347
5 O 1.73990 -0.02991 -0.62767  -0.590
6 N -0.45699 -0.37877 -0.65431  -0.411
7 C -1.79801 0.36749 -0.59289  -0.289
8 C -0.53498 0.90432 -1.25093  -0.225
9 H 2.04109 0.15648 1.47609  0.432
10 H 2.18360 -1.05905 -0.82039  0.480
11 H -2.56969 -0.08700 -1.09720  0.207
12 H -2.01975 1.15148 0.30777  0.222
13 H -0.16119 1.14671 -2.25142  0.218
14 H -0.08957 1.77767 -0.68862  0.182


Version x
The following is a DFT calculation (wB97M-V/def2-TZVPD) of one molecule with the formula C3H7N3O.

Output
LUMO energy (alpha / beta): 0.3 / 0.3 eV
HOMO energy (alpha / beta): -6.62 / -6.62 eV
Kohn-Sham gap (alpha / beta): 6.89 / 6.89 eV
structure (SMILES): C=N/C(N)=C(\[NH3+])[O-]

Last column: natural (NBO) charge in e.
CARTESIAN COORDINATES (ANGSTROEM)
1 C -1.03337 0.02896 -1.59122  -0.218
2 N -1.26169 0.13210 -0.33029  -0.385
3 C -0.32769 0.45177 0.62189  0.060
4 N -0.79688 1.15127 1.76889  -0.814
5 C 0.98891 0.04875 0.67578  0.481
6 N 1.40149 -0.90158 -0.53303  -0.774
7 O 1.84825 0.07050 1.55546  -0.680
8 H -1.82682 -0.32082 -2.25049  0.183
9 H -0.11447 0.37588 -2.08390  0.130
10 H -0.30451 0.81967 2.59393  0.375
11 H -1.79499 1.00201 1.87346  0.372
12 H 0.58692 -1.27364 -1.03938  0.427
13 H 2.00022 -0.41925 -1.20248  0.418
14 H 1.95785 -1.63353 -0.08502  0.425


Result of the stability comparison: version x is the most stable of them.


Version w
The following is a DFT calculation (wB97M-V/def2-TZVPD) of a 2-piece molecular cluster, C3H7N3O overall.

Output
LUMO energy: 1.0 eV
HOMO energy: -7.87 eV
Kohn-Sham gap: 8.89 eV
structure (SMILES): C1NO1.NC#CN

Last column: natural (NBO) charge in e.
CARTESIAN COORDINATES (ANGSTROEM)
1 C -1.93955 -0.61934 0.22332  0.075
2 N -2.17692 0.45537 -0.97545  -0.365
3 O -2.14890 0.69361 0.41455  -0.386
4 H -1.19961 -1.02944 0.90041  0.203
5 H -2.77821 -1.29327 0.04555  0.142
6 H -3.14051 0.72635 -1.20292  0.330
7 N 0.55778 1.52333 0.83517  -0.835
8 C 1.28669 0.55037 0.26397  0.087
9 C 1.80268 -0.42701 -0.23672  0.019
10 N 2.83156 -1.27754 -0.48255  -0.823
11 H -0.00594 2.06880 0.19553  0.404
12 H 0.82570 1.84965 1.75358  0.395
13 H 2.58172 -2.25382 -0.56166  0.376
14 H 3.50351 -0.96705 -1.17277  0.378


Version x
The following is a DFT calculation (wB97M-V/def2-TZVPD) of one molecule with the formula C3H7N3O.

Output
LUMO energy: 0.6 eV
HOMO energy: -8.45 eV
Kohn-Sham gap: 9.02 eV
structure (SMILES): [H]/N=C(/N)NC(=C)O

Last column: natural (NBO) charge in e.
CARTESIAN COORDINATES (ANGSTROEM)
1 H 1.89399 -0.36369 2.30917  0.340
2 N 2.25635 -0.21015 1.37415  -0.752
3 C 1.33901 -0.07835 0.50235  0.576
4 N 1.66515 -0.12074 -0.84106  -0.828
5 N -0.01603 -0.08363 0.79786  -0.676
6 C -1.06985 0.07203 -0.05087  0.475
7 C -1.37535 -0.32938 -1.27933  -0.602
8 O -2.03822 0.48469 0.95341  -0.738
9 H 1.15454 0.51393 -1.43637  0.381
10 H 2.66310 -0.10490 -0.98636  0.403
11 H -0.70190 0.31107 1.68777  0.470
12 H -2.38387 -0.24747 -1.64755  0.216
13 H -0.61829 -0.78124 -1.89292  0.233
14 H -2.76863 0.93783 0.50976  0.501


Version y
The following is a DFT calculation (wB97M-V/def2-TZVPD) of one molecule with the formula C3H7N3O.

Output
LUMO energy: 1.0 eV
HOMO energy: -8.02 eV
Kohn-Sham gap: 9.01 eV
structure (SMILES): ON=C1NCCN1

Last column: natural (NBO) charge in e.
CARTESIAN COORDINATES (ANGSTROEM)
1 O -1.74409 1.64709 1.50178  -0.622
2 N -0.78388 0.62745 1.87428  -0.284
3 C -0.28541 0.13326 0.78567  0.509
4 N -0.56343 0.52821 -0.49122  -0.614
5 C 0.05207 -0.42963 -1.41232  -0.220
6 C 1.28525 -0.73226 -0.62097  -0.221
7 N 0.81045 -0.73809 0.74258  -0.616
8 H -2.11830 1.92181 2.37236  0.479
9 H -1.50827 0.79013 -0.61251  0.405
10 H 0.31137 0.02994 -2.41220  0.211
11 H -0.51107 -1.38512 -1.57006  0.183
12 H 2.06186 0.04970 -0.75227  0.181
13 H 1.64528 -1.67996 -0.97930  0.201
14 H 1.34817 -0.76253 1.57419  0.407


Version z
The following is a DFT calculation (wB97M-V/def2-TZVPD) of a 2-piece molecular cluster, C3H7N3O overall.

Output
LUMO energy: 0.8 eV
HOMO energy: -8.03 eV
Kohn-Sham gap: 8.86 eV

Last column: natural (NBO) charge in e.
CARTESIAN COORDINATES (ANGSTROEM)
1 C -2.55815 0.06223 0.01707  0.893
2 C 1.46888 -1.59507 0.14677  -0.334
3 C 1.05350 1.17582 -0.16052  -0.462
4 N -2.79045 1.21774 0.20568  -0.768
5 N 0.31494 -1.01036 -0.02903  -0.189
6 N -0.02209 0.22557 -0.17889  -0.388
7 O -2.63541 -1.08728 -0.12168  -0.568
8 H 1.49785 -2.66032 0.25748  0.201
9 H 2.37944 -1.03127 0.18253  0.197
10 H 1.75959 1.00088 -0.98276  0.186
11 H 0.61568 2.16416 -0.28188  0.207
12 H 1.61070 1.14375 0.78355  0.183
13 H -2.17895 2.00290 0.22076  0.419
14 H -0.51555 -1.60876 -0.05907  0.423


Result of the stability comparison: version y is the most stable of them.